[1]
DFT (ωB97M-V/def2-TZVPD) results for a 6-piece molecular cluster, C31H26BBrO11P overall.

* total charge: -1
* highest occupied orbital energy: -0.1266 Eh
* energy relative to the best compared isomer or geometry (same formula, charge and spin): 1.6 kcal/mol

CARTESIAN COORDINATES (ANGSTROEM)
C: -3.43380 1.85187 3.64134
B: -1.78317 1.85672 3.58748
P: -1.00518 1.64756 1.83698
O: -1.67055 0.18235 1.28613
Br: -2.06212 3.09458 0.42324
H: -3.83064 2.85294 3.83124
H: -3.80695 1.23601 4.46190
H: -3.89211 1.44496 2.73424
H: -1.28715 2.83611 4.11520
H: -1.37425 0.85571 4.16940
H: -1.19541 -0.49986 1.79536
C: 2.62184 -3.41445 0.53909
C: 1.76670 -2.46743 0.91512
C: 0.83393 -2.68425 2.04279
O: 0.05695 -1.81163 2.35554
C: 0.88638 -3.98551 2.75314
C: 1.74403 -4.93171 2.37740
C: 2.67716 -4.71952 1.24014
O: 3.45789 -5.58722 0.90176
H: 3.31080 -3.27550 -0.28477
H: 1.71161 -1.50839 0.42810
H: 0.19487 -4.11550 3.57600
H: 1.80330 -5.89186 2.87422
C: 2.18453 0.62913 -3.23312
C: 1.52604 0.90012 -4.35819
C: 0.46296 -0.01794 -4.85513
O: -0.15166 0.19983 -5.87786
C: 0.17035 -1.23069 -4.04731
C: 0.83320 -1.49207 -2.92495
C: 1.89142 -0.57987 -2.43695
O: 2.50000 -0.81341 -1.40899
H: 2.96100 1.27408 -2.84975
H: 1.73460 1.77527 -4.94820
H: -0.60893 -1.88082 -4.42396
H: 0.63337 -2.36874 -2.32148
C: -7.22546 -0.47460 5.34103
C: -7.60935 -1.72300 5.59716
C: -6.95856 -2.52487 6.66005
O: -7.30940 -3.66484 6.89378
C: -5.86328 -1.88574 7.42702
C: -5.47790 -0.63746 7.17252
C: -6.13239 0.16883 6.11200
O: -5.78440 1.30285 5.88112
H: -7.68315 0.12826 4.56731
H: -8.40470 -2.21039 5.04777
H: -5.40066 -2.49093 8.19628
H: -4.67790 -0.15231 7.71682
C: -1.22139 4.03556 -3.74878
C: -0.16192 3.55789 -4.39963
C: -0.21184 3.28288 -5.85977
O: 0.74915 2.84446 -6.46202
C: -1.48514 3.55874 -6.56522
C: -2.54433 4.03470 -5.91688
C: -2.49657 4.31133 -4.45887
O: -3.46339 4.75040 -3.87644
H: -1.20671 4.24033 -2.68474
H: 0.77281 3.35454 -3.89989
H: -1.49928 3.34918 -7.62706
H: -3.48372 4.24189 -6.41337
C: 7.47481 0.08790 -3.25233
C: 8.42091 -0.19518 -2.36134
C: 8.09633 -0.36706 -0.92296
O: 8.96285 -0.62315 -0.11374
C: 6.67860 -0.21373 -0.51661
C: 5.73009 0.07005 -1.40682
C: 6.05690 0.24276 -2.84382
O: 5.19637 0.49964 -3.66132
H: 7.68837 0.21824 -4.30571
H: 9.46141 -0.31256 -2.63625
H: 6.46365 -0.34564 0.53610
H: 4.68818 0.18013 -1.13050

Forces on the atoms, in the same order (eV/Å):
C 0.34 0.02 0.10
B -1.07 0.09 0.27
P 0.90 -0.65 0.26
O 0.01 0.28 0.07
Br -0.34 0.02 -0.16
H -0.12 0.02 -0.22
H 0.08 -0.03 0.08
H -0.02 0.12 -0.08
H 0.14 0.10 -0.09
H 0.40 -0.14 -0.27
H -0.21 0.32 -0.26
C -0.01 -0.02 0.02
C 0.09 -0.18 0.12
C 0.07 0.17 -0.15
O -0.13 -0.31 0.36
C 0.02 -0.09 0.04
C -0.07 0.08 0.03
C 0.09 -0.01 -0.07
O -0.05 0.01 0.04
H 0.00 -0.01 0.00
H -0.04 0.06 0.01
H -0.01 0.03 0.00
H 0.03 -0.01 -0.03
C -0.18 0.07 -0.09
C 0.08 -0.43 0.24
C 0.03 0.04 0.01
O -0.03 -0.09 0.06
C 0.06 -0.05 0.09
C -0.05 -0.08 -0.03
C 0.01 0.12 0.10
O 0.15 0.01 -0.24
H 0.01 0.00 0.00
H 0.06 -0.07 -0.19
H -0.02 0.04 -0.03
H 0.01 0.02 0.03
C -0.08 -0.12 -0.02
C 0.00 0.10 -0.03
C -0.01 -0.09 0.01
O -0.01 0.03 0.01
C 0.04 0.09 0.01
C 0.00 -0.13 0.07
C 0.11 0.12 -0.09
O -0.21 0.04 0.19
H 0.05 0.03 -0.01
H 0.01 -0.04 0.01
H -0.02 -0.03 -0.02
H 0.01 0.04 -0.05
C 0.09 -0.02 0.04
C -0.20 0.11 -0.13
C 0.13 -0.04 -0.04
O -0.09 0.48 -0.04
C -0.11 0.02 0.01
C 0.06 -0.04 -0.09
C -0.06 0.01 0.08
O 0.02 0.03 -0.06
H -0.06 -0.04 0.03
H 0.01 0.08 0.07
H 0.04 -0.03 0.00
H -0.02 0.01 0.04
C 0.10 -0.02 0.01
C -0.04 0.02 -0.09
C 0.03 -0.03 0.10
O 0.00 0.01 -0.03
C -0.05 0.01 -0.06
C 0.01 0.02 0.09
C -0.09 -0.01 -0.03
O 0.15 -0.01 0.03
H -0.04 0.01 -0.01
H 0.01 -0.01 0.04
H 0.03 0.00 0.01
H -0.02 -0.04 -0.04

Here is what Mulliken gives for the atomic charges, in e: -0.782, 0.297, -0.090, -0.459, -0.360, 0.273, 0.010, 0.300, -0.209, -0.233, 0.420, -0.219, -0.273, -0.038, -0.480, -0.453, -0.433, 0.210, -0.578, 0.501, 0.750, 0.455, 0.388, -0.134, -0.836, 0.137, -0.579, -0.565, -0.354, 0.427, -0.403, 0.392, 1.017, 0.409, 0.481, -0.375, -0.334, 0.395, -0.575, -0.339, -0.305, 0.419, -0.495, 0.414, 0.387, 0.391, 0.422, -0.397, -0.324, 0.604, -0.600, -0.419, -0.405, 0.318, -0.551, 0.450, 0.529, 0.418, 0.402, -0.426, -0.384, 0.317, -0.556, -0.494, -0.034, 0.466, -0.486, 0.412, 0.394, 0.442, 0.325

***

[2]
DFT (ωB97M-V/def2-TZVPD) results for one molecule with the formula C2H7N3S.

* highest occupied orbital energy: -0.3105 Eh
* structure (SMILES): CNNC(N)=S
* energy relative to the best compared isomer or geometry (same formula, charge and spin): 12.0 kcal/mol

CARTESIAN COORDINATES (ANGSTROEM)
C: -0.63988 0.70881 1.72490
C: 0.01049 -0.57199 -1.05823
H: -0.89067 0.44788 2.75268
H: -1.55227 0.68377 1.10725
H: -0.24603 1.69507 1.72218
H: 0.21479 -1.18637 1.39803
H: 1.68731 0.23452 -0.25274
H: -0.18882 -0.38783 -3.01942
H: 1.33038 0.29814 -2.43826
N: 0.44786 -0.18219 1.29249
N: 0.69513 -0.00138 -0.05828
N: 0.51221 -0.23952 -2.27430
S: -1.38050 -1.49892 -0.89628

Forces on the atoms, in the same order (eV/Å):
C -0.27 -0.92 0.16
C -0.54 0.32 -0.42
H -0.05 -0.01 -0.02
H 0.36 -0.24 0.10
H 0.28 0.97 0.02
H -0.17 0.85 0.21
H -1.15 -0.08 0.18
H 1.22 0.12 0.51
H 0.33 0.47 0.04
N -0.67 -1.07 0.14
N 2.09 0.45 0.10
N -1.98 -1.19 -1.14
S 0.53 0.33 0.11

Here is what Mulliken gives for the atomic charges, in e: -0.702, 0.357, 0.332, 0.284, 0.268, 0.283, 0.227, 0.218, 0.184, -0.603, -0.051, -0.421, -0.377